1.
The following is a quantum chemistry calculation of a single C5H12OS molecule in a non-equilibrium geometry, from OMol25.

Properties
Relative energy (zero: lowest compared OMol25 entry of this formula, charge and spin): 131.6 kJ/mol
DFT total energy: -18261.1023 eV
Highest occupied orbital energy: -8.3 eV
Structure (SMILES): CSCCCCO
E_LUMO: 0.88 eV
Net charge: 0
Maximum force: 3.32 eV/Å

Last column: Mulliken charge in e.
Atoms and positions in Å:
H 1.09 0.02 -2.02  0.2910
S 0.12 -0.25 1.64  -0.0484
H 1.33 -1.61 0.01  0.3713
C 1.07 0.28 -0.94  -0.8042
C 0.14 1.55 -0.90  -0.7104
C 0.58 -0.76 0.00  -0.5220
H -0.52 -2.11 3.03  0.2850
H -0.34 -1.23 -0.36  0.3266
H 0.17 2.09 0.06  0.4249
H 2.15 0.41 -0.76  0.3816
H 1.15 -1.87 3.30  0.2889
H 0.71 2.33 -1.55  0.2675
O -1.12 0.26 -2.52  -0.5146
C -1.27 1.14 -1.42  -0.4188
H -1.41 0.72 -3.31  0.3136
C 0.37 -1.79 2.53  -0.7742
H -1.77 0.70 -0.57  0.2306
H -1.78 2.03 -1.81  0.3867
H 0.78 -2.45 1.76  0.2250

---

2.
The following is a quantum chemistry calculation of a molecular structure, C29H48Cl2N3O4SiYb in a non-equilibrium geometry, from OMol25.

Properties
Relative energy (zero: lowest compared OMol25 entry of this formula, charge and spin): 626.1 kJ/mol
DFT total energy: -107960.8012 eV
Highest occupied orbital energy (alpha / beta): -3.3 / -3.9 eV
E_LUMO (alpha / beta): -0.24 / -0.40 eV
Net charge: 0
Multiplicity: 2
Maximum force: 3.85 eV/Å

Last column: Mulliken charge in e.
Atoms and positions in Å:
C 3.78 2.84 1.14  -0.6741
H -2.24 -1.30 -4.05  0.1282
H -4.83 -3.64 0.22  0.3107
Cl -1.90 -2.14 2.50  -0.4598
C -0.03 2.46 -1.38  0.0561
H 1.33 -4.98 3.23  0.2650
H 0.40 -0.42 -3.28  0.6583
C 1.16 -2.87 5.87  -0.9148
C -4.16 -3.30 1.02  -1.1630
C 1.87 3.92 -1.58  -0.9300
H 0.67 -5.31 4.85  0.3287
C -1.92 1.99 -3.70  -0.3573
C 1.91 1.74 -2.62  -0.8569
H 2.41 0.99 -3.23  0.3893
H -3.87 0.34 0.46  0.2431
C 3.19 -2.15 -1.99  -0.5069
H 3.92 1.83 0.72  0.1594
N 2.54 2.80 1.90  0.3539
H -4.97 1.58 -0.25  0.3618
H 3.04 4.23 3.39  0.3482
H 1.07 -1.78 5.85  0.2343
H -1.03 -5.15 0.13  0.4684
C -3.16 3.53 -0.50  -0.6631
O -1.35 -0.07 -2.17  -0.1746
Cl 0.58 -0.70 0.76  0.8759
H 4.64 3.09 1.78  0.3546
Si -2.43 -3.11 0.34  0.5219
H -1.74 3.01 1.60  0.3385
H 2.38 4.88 -1.35  0.4359
H -2.74 -3.83 -1.95  0.6000
H -1.32 -2.75 -1.89  0.0032
H -0.94 -0.68 -5.15  0.2829
C -2.34 -2.89 -1.52  -0.6030
H -3.69 0.86 -1.26  0.0638
H 0.03 4.48 -0.59  0.3687
H 3.17 -2.58 -3.00  0.4292
C 2.55 2.93 -2.30  -0.7055
O -2.16 1.02 1.87  -0.6810
C 1.48 -2.49 3.50  0.5005
H 2.43 -5.14 4.61  0.3228
H 3.12 -0.65 1.60  0.7245
H 5.33 -1.08 0.49  0.4377
H -2.51 4.27 -0.01  0.2474
H -4.19 -4.00 1.87  0.3083
H 1.69 4.71 2.32  0.2822
H 2.04 -3.15 6.47  0.3214
H -2.60 2.38 -5.75  0.3345
C 2.16 3.86 2.85  -0.9395
C -2.27 2.10 1.28  0.2959
C -0.18 0.37 -2.78  -1.1414
C 4.41 -1.32 -0.05  -0.7518
H -1.42 2.78 -3.15  0.6257
H -1.03 2.25 -1.01  0.7061
H -3.87 1.85 -4.65  0.3554
C -3.94 1.18 -0.24  -0.8022
O 0.55 1.80 2.16  -0.5787
C 0.57 3.69 -1.12  -0.4845
H -4.49 -2.30 1.37  0.3059
C 1.97 -1.87 -1.35  -0.0152
H 0.25 -3.31 6.31  0.3317
H -2.96 -2.06 -1.86  0.0096
N -3.02 2.23 0.17  0.2402
H -4.22 3.86 -0.46  0.3601
H -2.58 -0.05 -5.30  0.4720
O 1.34 -1.24 3.62  -0.7551
Yb -0.40 -0.01 2.87  0.4163
C -1.49 0.66 -3.57  0.8748
C 0.57 1.52 -2.21  0.7941
H -0.06 -3.80 0.75  -0.0125
H 5.32 -2.03 -1.84  0.3699
H -2.86 3.43 -1.56  0.1532
H 1.69 1.50 0.51  0.3718
C -2.93 2.42 -4.70  -1.9866
C -1.85 -0.41 -4.57  -1.6949
N 1.31 -3.35 4.51  0.3134
C -1.03 -4.32 0.83  -0.9615
C 1.59 2.00 1.48  0.1123
H 1.76 -2.95 2.52  0.0691
H 1.00 -2.08 -1.80  -0.0565
C 1.44 -4.78 4.30  -0.9051
C 3.19 -1.05 0.59  -0.9040
H 1.43 3.44 3.56  0.2618
H -1.13 -4.69 1.85  0.2684
H 3.58 3.12 -2.65  0.3698
H -3.17 3.47 -4.48  0.3881
C 2.02 -1.31 -0.07  0.5175
C 4.39 -1.86 -1.32  -0.5714
H 3.72 3.55 0.31  0.2086

---

3.
The following is a quantum chemistry calculation of 2 unconnected molecules or ions with the total composition C12H18BrF2N4O6P in a non-equilibrium geometry, from OMol25.

Properties
DFT total energy: -115742.0420 eV
Highest occupied orbital energy: -5.7 eV
E_LUMO: -1.64 eV
Net charge: 0
Maximum force: 2.63 eV/Å

Last column: Mulliken charge in e.
Atoms and positions in Å:
H -3.48 -1.70 1.71  0.4202
O 1.10 -1.39 -0.46  -0.3331
O 2.50 3.54 -0.43  -0.1923
H -0.78 -4.52 2.21  0.4852
C -1.32 -1.95 1.85  0.5866
H 2.71 3.03 -2.38  0.4999
H 0.31 -3.25 -0.84  0.3945
H 1.28 3.98 -2.04  0.4984
H 0.14 -0.30 2.06  0.3275
H -1.29 -4.44 0.53  0.4275
O 3.93 -0.84 -0.97  -0.6208
H -1.55 -2.51 2.76  0.6019
Br 1.91 -5.15 2.36  -0.8160
H 3.67 0.94 0.63  0.1330
C -0.17 1.64 -1.59  0.4382
C 1.89 3.17 -1.67  -1.4722
F -2.50 1.66 -0.23  -0.1589
H -2.76 -2.77 0.46  0.3174
C 1.13 1.91 -1.45  0.5524
O -1.08 4.74 -2.34  -0.4133
O 2.38 5.08 1.05  -0.2952
H -2.59 -1.00 0.38  0.2291
H 0.73 -2.58 1.74  0.4590
H -1.59 0.23 1.98  0.2285
C -2.63 -1.86 1.05  -1.5922
C -0.45 -4.23 1.22  -2.3172
N 2.03 4.85 -0.01  0.2642
C 0.82 -0.23 -0.88  0.1732
C -2.53 1.97 -1.53  0.4450
H -0.94 -2.04 -0.77  0.4872
H 4.03 1.47 -1.55  0.0710
C -0.89 -0.54 2.33  -1.2705
P 3.47 0.52 -0.69  0.4903
H -0.93 -0.49 3.42  0.3012
C -0.19 -2.72 1.15  0.6369
F -1.08 3.96 -0.28  -0.1961
N 1.76 0.73 -1.01  0.3192
H -1.22 -0.19 -1.28  0.3156
H 0.44 -4.77 0.89  0.4785
N -0.34 0.30 -1.26  0.1783
O -3.50 1.83 -2.18  -0.4135
N -1.26 2.45 -2.03  -0.0548
C -0.02 -2.37 -0.30  -1.0671
C -1.12 3.83 -1.60  0.4530

---

4.
The following is a quantum chemistry calculation of a gas-phase ion, C3H9N2S (charge -1), from OMol25.

Properties
Relative energy (zero: lowest compared OMol25 entry of this formula, charge and spin): 63.6 kJ/mol
DFT total energy: -17072.8667 eV
Highest occupied orbital energy: -2.3 eV
Structure (SMILES): NCNCC[S-]
E_LUMO: 3.66 eV
Net charge: -1
Maximum force: 0.76 eV/Å

Last column: Mulliken charge in e.
Atoms and positions in Å:
C 0.57 -1.67 -1.40  -0.7885
S 0.91 -1.78 -3.18  -0.6769
C -0.42 1.24 0.83  -0.2821
H -0.63 1.69 2.83  0.2301
H -0.17 -2.44 -1.10  0.2078
H 0.66 0.79 2.47  0.2522
N -0.07 -0.10 0.44  -0.3306
H -1.51 1.41 0.83  0.2489
H 1.45 -1.87 -0.78  0.2640
C 0.04 -0.30 -1.01  -0.5458
H 0.74 0.42 -1.44  0.3527
H -0.75 -0.76 0.79  0.2016
N 0.11 1.58 2.15  -0.6815
H -0.01 1.93 0.09  0.2879
H -0.92 -0.14 -1.52  0.2601

---

5.
The following is a quantum chemistry calculation of a molecular structure, C10H6N2O3Pb in a non-equilibrium geometry, from OMol25.

Properties
DFT total energy: -24820.0642 eV
Highest occupied orbital energy: -15.6 eV
E_LUMO: -9.14 eV
Net charge: +2
Maximum force: 6.80 eV/Å

Last column: Mulliken charge in e.
Atoms and positions in Å:
H 0.00 3.39 4.63  0.3926
H 0.00 -2.80 2.19  0.3686
C 0.00 2.30 4.58  -0.7571
O -3.02 -1.75 -1.16  -0.0338
C 0.00 1.68 3.33  -0.6160
N 0.00 -0.61 2.24  -0.4313
C 0.00 -0.43 4.50  0.7572
Pb 0.00 -0.06 -0.03  1.1937
C 0.00 0.29 3.32  0.9278
H 0.00 -2.58 4.74  0.2573
N 0.00 -1.78 4.11  -0.0283
H 0.00 -0.44 6.63  0.4161
H 0.00 2.09 6.71  0.4155
H 0.00 2.18 2.36  0.2490
C -1.91 -1.55 -0.85  0.2221
C 0.00 -1.86 2.76  -0.1949
C 0.00 0.17 5.74  -0.8302
C 0.00 3.29 -1.24  0.0849
C 0.00 1.56 5.76  -0.4913
O 0.00 4.41 -1.45  -0.0904
C 1.92 -1.55 -0.85  0.2125
O 3.01 -1.75 -1.16  -0.0241

---

6.
The following is a quantum chemistry calculation of 12 unconnected molecules or ions with the total composition C20H66N2O13 in a non-equilibrium geometry, from OMol25.

Properties
Relative energy (zero: lowest compared OMol25 entry of this formula, charge and spin): 213.8 kJ/mol
DFT total energy: -51401.3532 eV
Highest occupied orbital energy: -9.4 eV
Structure (SMILES): COC[C@H](C)N.COCCNCCOC.CO.CO.CO.CO.CO.CO.CO.CO.CO.CO
E_LUMO: 0.29 eV
Net charge: 0
Maximum force: 2.26 eV/Å

Last column: Mulliken charge in e.
Atoms and positions in Å:
C -0.70 3.38 1.34  -0.4670
C -4.65 3.25 -0.63  -0.3951
O -0.21 -4.89 4.48  -0.5186
C 5.06 0.28 -0.58  -0.5022
H -2.13 -4.11 -5.78  0.2821
H 6.14 0.38 -0.62  0.2991
H 0.94 -5.96 0.80  0.2577
H 0.99 0.89 -4.32  0.3112
O -5.69 3.58 0.27  -0.5571
H 3.74 7.80 3.41  0.3243
H 1.59 -4.21 3.70  0.1833
H 0.34 -1.92 1.42  0.2586
H -2.40 -0.15 -0.11  0.2210
H -2.77 -0.58 -3.20  0.2612
H 2.09 -5.90 -0.49  0.2542
H -0.37 -4.48 -0.36  0.3698
C -2.62 -4.12 1.65  -0.2558
C 1.36 -5.28 0.04  -0.5390
H -0.97 -2.21 -0.62  -0.4156
H 3.56 1.58 -3.74  0.1695
H 3.38 1.07 -5.45  0.3284
H -6.18 4.36 -0.01  0.3115
C -2.06 0.39 -1.01  -1.0328
C 2.67 3.10 -0.34  -0.8883
H 2.79 1.25 -1.34  0.2887
H -1.65 3.06 1.75  0.3306
C 0.67 -3.83 4.16  -0.4944
O 0.32 3.14 2.28  -0.6291
H -1.59 -1.59 -3.60  0.1911
H -0.98 -5.04 -4.92  0.2759
H 4.47 -1.08 2.62  0.1747
H 1.63 3.05 -0.66  0.2140
H 3.11 0.08 2.44  -0.1409
N -2.13 -1.26 -2.80  -0.5292
H -2.69 -3.95 -0.27  0.3367
C 1.10 -1.60 0.69  0.1351
H 4.65 -0.07 -1.53  0.2208
N 2.82 3.71 0.95  -0.2362
C 2.97 1.00 -4.45  -0.4994
C 2.69 5.87 2.21  -0.5408
O -6.22 -0.62 -0.31  -0.4720
H -5.76 -2.63 -2.07  0.2918
H -5.35 -4.00 -1.07  0.3071
O 0.39 -4.81 -0.86  -0.4053
C -0.33 -1.49 -1.15  -0.1579
C 2.62 5.16 0.88  -0.7840
O 4.56 1.59 -0.34  -0.4852
H -2.90 -3.07 1.51  0.2101
H 2.08 5.21 2.85  0.2391
H 1.20 3.36 1.91  0.2663
H 1.62 -2.44 0.22  0.1598
H -5.93 -0.14 1.71  0.2327
C -1.24 -0.54 -1.87  0.7068
H 3.25 3.64 -1.11  0.5250
H 0.17 -3.12 3.50  0.1894
O -0.66 -3.00 -4.74  -0.4448
H 1.74 -0.99 1.33  -0.4911
H -3.26 -2.22 -1.56  0.3982
H 4.49 0.43 3.63  0.3767
H -0.44 -4.24 -6.37  0.2645
C -6.33 0.28 0.78  -0.2587
C 3.88 -0.31 3.11  -0.2280
H -0.63 0.12 -2.52  0.0625
H 1.64 5.36 0.43  0.4692
H -5.28 -0.81 -0.48  0.3141
H 2.21 6.84 2.13  0.4389
H -4.45 -3.81 -2.48  0.3317
H 3.33 5.65 0.20  0.5124
H -2.94 0.81 -1.50  0.4404
H -4.57 4.01 -1.41  0.4087
O 3.16 -1.04 4.11  -0.5325
H 2.95 -0.04 -4.11  0.2183
H 5.35 6.96 3.72  0.2304
O 1.66 1.56 -4.49  -0.5127
C -1.08 -4.11 -5.49  -0.6735
H -1.75 -4.16 2.31  -0.0261
C 4.27 6.88 3.64  -0.7579
H 0.29 -3.00 -4.60  0.2158
H -3.33 -4.87 1.99  0.2529
H -7.40 0.47 0.80  0.2399
H -0.81 4.48 1.28  0.3426
H 1.88 -4.47 0.55  0.1821
O 0.55 -0.77 -0.31  0.0320
H 0.27 -2.01 -1.90  0.4897
O 4.01 5.84 2.71  -0.2861
O -3.93 -2.55 -0.92  -0.5457
H 3.83 6.65 4.63  0.2978
H -0.79 -4.62 5.19  0.2936
H 3.75 3.62 1.36  0.2118
C 3.15 1.65 -0.39  0.3317
H -0.42 3.08 0.33  0.0921
H -3.70 3.12 -0.11  0.0521
O -2.09 -4.42 0.33  -0.5986
H -5.88 1.25 0.56  -0.0319
C -4.92 -3.21 -1.69  -0.7954
H 2.83 -0.47 4.82  0.2796
H -4.92 2.31 -1.12  0.1877
H 1.03 -3.31 5.05  0.3526
H 4.71 -0.48 0.13  0.1425
H -1.56 1.26 -0.57  -0.2303
H 2.70 1.15 0.46  -0.2309